Molecular formula: C3H11N2S
Method: DFT, ωB97M-V with the def2-TZVPD basis set

Structure (XYZ):
```
17
Properties=species:S:1:pos:R:3:nbo_charge:R:1
C -2.041 -1.075 -1.429 -0.64
C -2.080 -0.437 -0.073 -0.47
S -1.394 1.316 0.022 -0.11
H -1.158 -0.663 -1.917 0.21
H -2.940 -0.692 -1.979 0.23
H -2.054 -2.139 -1.408 0.24
H -3.100 -0.393 0.372 0.24
H -1.475 -0.958 0.747 0.20
H -2.237 1.777 -0.938 0.16
N 1.603 0.663 -0.052 -0.68
C 2.065 0.183 1.062 0.41
N 3.331 0.288 1.463 -0.75
H 2.101 1.192 -0.758 0.43
H 0.643 0.617 -0.247 0.43
H 1.364 -0.530 1.675 0.23
H 3.673 -0.395 2.042 0.43
H 3.700 1.247 1.417 0.44
```

## Properties
**Total charge**: +1
**E**: -628.33607 Eh
**HOMO-LUMO gap**: 8.93 eV
**Energy relative to the best compared isomer or geometry (same formula, charge and spin)**: 25.8 kcal/mol